Record 1
The following is a quantum chemistry calculation of an isolated molecule of C16H18BrNO2, from OMol25.

Each line ends with the Mulliken charge.
Atoms and positions in Å:
Br  3.007  -3.724  -3.840  -0.192
O  -1.923  1.249  -1.490  -0.746
O  0.663  0.337  2.755  -0.577
N  -1.311  -0.197  0.175  0.060
C  0.715  -2.184  -0.610  -0.258
C  -0.557  -1.860  -1.256  0.641
C  -0.745  -2.132  -2.620  -0.729
C  -0.614  2.254  1.854  -1.706
C  1.759  -2.625  -1.380  -0.206
C  -1.377  0.983  -0.391  0.211
C  0.349  -2.693  -3.353  -0.415
C  -1.706  -1.340  -0.478  -0.546
C  1.616  -2.960  -2.721  -0.236
C  -2.154  -2.349  0.615  -1.257
C  2.612  3.171  3.201  -0.251
C  0.903  1.404  0.608  -1.376
C  -0.441  2.028  0.310  1.848
C  -0.283  3.339  -0.499  -1.515
C  1.738  2.486  2.683  -1.660
C  0.726  1.617  2.089  2.587
H  0.024  4.184  0.104  0.438
H  2.735  -2.841  -0.975  0.417
H  0.284  -2.923  -4.419  0.403
H  0.549  3.193  -1.249  0.305
H  1.371  0.432  3.414  0.379
H  -1.226  3.557  -1.070  0.363
H  1.030  0.303  0.288  -0.082
H  -1.735  -2.041  -2.989  0.410
H  -1.464  -2.095  1.505  0.236
H  1.783  1.927  0.196  0.519
H  -1.445  1.728  2.246  0.336
H  -2.568  -1.135  -1.179  0.646
H  0.903  -2.160  0.510  0.211
H  -0.793  3.275  2.222  0.422
H  3.482  3.453  3.692  0.515
H  -3.217  -2.056  0.839  0.349
H  -2.023  -3.357  0.271  0.392
H  -0.667  -0.248  0.942  0.063

Results
- Orbital gap: 9.419 eV
- LUMO level: 0.0184 Eh
- Multiplicity: 1
- Highest occupied orbital energy: -8.917 eV
- Net charge: 0

---

Record 2
The following is a quantum chemistry calculation of an isolated molecule of C16H18ClNO3S, from OMol25.

Each line ends with the Mulliken charge.
Atoms and positions in Å:
Cl  1.975  -4.415  3.062  -0.200
S  -0.799  -1.472  -1.689  1.503
O  -1.999  -0.869  -1.181  -0.679
O  -0.177  -2.562  3.305  -0.469
O  -0.888  -2.324  -2.839  -0.770
N  0.356  -0.308  -2.069  -0.117
C  0.158  -2.735  2.010  0.401
C  -1.460  1.620  -3.176  -1.699
C  -0.831  3.102  -1.252  -1.021
C  1.211  -3.626  1.738  0.479
C  -1.237  -1.684  3.613  -0.821
C  -0.317  4.678  0.625  -1.459
C  0.947  1.207  -0.270  0.539
C  -0.449  -2.097  0.932  -0.379
C  -0.010  -2.354  -0.351  -0.463
C  1.015  -3.234  -0.618  -0.275
C  -0.683  1.903  -1.926  1.188
C  1.956  0.229  0.255  -1.761
C  -0.122  3.373  -0.087  0.859
C  1.632  -3.878  0.445  -0.752
C  0.208  0.950  -1.421  0.142
C  0.764  2.420  0.383  -1.053
H  2.877  0.750  0.512  0.572
H  -1.263  -1.402  1.052  0.578
H  -1.360  4.802  0.910  0.337
H  -1.333  -1.714  4.697  0.245
H  0.298  4.730  1.519  0.361
H  1.588  -0.262  1.155  0.247
H  -2.134  2.443  -3.400  0.392
H  2.171  -0.534  -0.487  0.350
H  2.438  -4.574  0.279  0.447
H  1.310  -3.413  -1.638  0.454
H  -0.791  1.481  -4.026  0.330
H  -1.015  -0.662  3.293  0.309
H  0.412  -0.237  -3.075  0.454
H  -0.051  5.508  -0.028  0.339
H  -2.045  0.710  -3.050  0.304
H  1.338  2.619  1.278  0.352
H  -2.173  -2.013  3.154  0.355
H  -1.519  3.842  -1.635  0.380

Results
- Orbital gap: 9.427 eV
- LUMO level: 0.0186 Eh
- Multiplicity: 1
- Highest occupied orbital energy: -8.921 eV
- Net charge: 0

---

Record 3
The following is a quantum chemistry calculation of a structure of composition C16H18CuIN3O2, from OMol25.

Each line ends with the Mulliken charge.
Atoms and positions in Å:
I  -0.210  2.228  1.288  -0.195
Cu  0.000  0.000  0.000  -0.668
O  -2.151  -1.696  1.633  -0.661
O  1.942  -0.202  2.519  -0.642
N  -1.901  0.032  -0.982  0.246
N  0.053  -1.764  -1.077  0.194
N  -0.096  -0.806  1.788  0.604
C  -2.839  0.988  -0.879  0.149
C  -2.134  -1.043  -1.779  0.661
C  0.875  -0.764  2.710  0.227
C  4.742  3.277  0.567  -0.797
C  -3.332  -1.169  -2.490  -0.646
C  -1.124  -3.206  -2.597  -0.658
C  3.558  4.176  0.937  -0.560
C  1.058  -3.813  -1.827  -0.699
C  -4.300  -0.177  -2.380  -0.513
C  0.515  -1.476  3.974  -0.279
C  -1.052  -2.039  -1.831  0.634
C  1.076  -2.640  -1.085  -0.089
C  -0.902  -1.997  3.666  -0.450
C  -0.065  -4.104  -2.600  -0.453
C  -1.132  -1.499  2.274  0.074
C  -4.049  0.922  -1.560  -0.734
H  -5.234  -0.262  -2.927  0.424
H  -1.655  -1.562  4.358  0.242
H  3.235  4.778  0.081  0.269
H  5.537  3.851  0.078  0.305
H  5.172  2.803  1.455  0.260
H  -0.115  -5.011  -3.194  0.431
H  1.224  -2.311  4.158  0.236
H  -4.776  1.719  -1.444  0.394
H  4.436  2.481  -0.120  0.205
H  2.699  3.583  1.270  0.031
H  3.821  4.864  1.748  0.277
H  -3.508  -2.031  -3.122  0.319
H  0.512  -0.761  4.825  0.263
H  -2.578  1.815  -0.224  0.182
H  1.913  -4.480  -1.793  0.390
H  1.926  -2.371  -0.469  0.467
H  -0.938  -3.107  3.685  0.245
H  -2.009  -3.408  -3.190  0.315

Results
- Orbital gap (spin up / spin down): 7.107 / 6.629 eV
- LUMO level (spin up / spin down): -0.0368 / -0.0538 Eh
- Multiplicity: 2
- Highest occupied orbital energy (spin up / spin down): -8.109 / -8.093 eV
- <S²>: 0.756
- Net charge: 0

---

Record 4
The following is a quantum chemistry calculation of a structure of composition C16H18F7IN2O2SbTi, from OMol25.

Each line ends with the Mulliken charge.
Atoms and positions in Å:
I  -2.971  5.822  3.285  0.085
Sb  3.253  1.295  -0.160  2.524
Ti  0.735  -1.037  -0.491  0.704
F  -2.703  2.473  -2.929  -0.384
F  4.707  1.567  -1.291  -0.523
F  2.147  2.421  -1.169  -0.540
F  4.200  -0.014  0.826  -0.606
F  2.626  -0.185  -1.288  -0.649
F  3.657  2.618  1.082  -0.516
F  1.681  0.702  0.803  -0.639
O  -0.794  -0.103  0.241  -0.205
O  -0.941  -0.858  2.333  -0.806
N  2.284  -2.216  0.592  -0.309
N  -0.356  -2.842  0.268  -0.241
C  0.706  -1.956  -2.415  -0.788
C  -1.060  0.048  1.510  0.529
C  -0.194  -0.805  -2.705  0.021
C  -2.430  0.164  -2.591  -0.696
C  -1.463  2.464  1.015  -0.246
C  -2.406  2.872  3.600  -0.533
C  -1.987  1.613  3.203  -0.446
C  -2.345  3.922  2.695  -0.008
C  0.558  -3.906  0.712  -0.587
C  -1.521  1.405  1.911  0.110
C  -1.873  3.729  1.403  -0.636
C  -0.536  1.584  -3.068  -0.651
C  -1.886  1.405  -2.865  0.455
C  -1.582  -0.922  -2.506  -0.362
C  0.301  0.478  -2.989  -0.095
C  1.693  -3.245  1.468  -0.727
H  0.061  -4.644  1.345  0.405
H  -1.822  4.553  0.706  0.410
H  -2.014  0.779  3.891  0.474
H  -0.842  -2.444  1.077  0.310
H  -0.142  2.569  -3.275  0.474
H  -2.773  3.036  4.604  0.378
H  1.645  -1.917  -2.965  0.420
H  0.944  -4.422  -0.171  0.335
H  1.360  0.615  -3.158  0.415
H  -1.088  2.298  0.015  0.434
H  -1.045  -3.198  -0.383  0.198
H  2.429  -3.983  1.792  0.417
H  2.855  -2.648  -0.131  0.244
H  0.216  -2.919  -2.555  0.460
H  2.912  -1.597  1.100  0.243
H  1.298  -2.740  2.350  0.358
H  -3.495  0.068  -2.435  0.454
H  -2.000  -1.898  -2.286  0.336

Results
- Orbital gap (spin up / spin down): 8.213 / 8.222 eV
- LUMO level (spin up / spin down): -0.0057 / -0.0062 Eh
- Multiplicity: 2
- Highest occupied orbital energy (spin up / spin down): -8.369 / -8.392 eV
- <S²>: 0.757
- Net charge: 0

---

Calculated energy above the lowest of the compared OMol25 structures with the same formula, charge and spin (kcal/mol), listed in the same order as above: 102.5, 0.0, 7.4, 8.8
Calculated electronic energy (eV), listed in the same order as above: -92508.138, -47874.265, -78191.407, -80742.843